[1]
# C4H11N2

2 unconnected molecules or ions with the total composition C4H11N2 (ωB97M-V/def2-TZVPD, the Open Molecules 2025 dataset).

The value obtained for the LUMO energy is -4.4271 eV. Its charge is +1.

Element x y z (Å)
C  -0.0295  -1.9865  0.2106
C  0.7901  -1.0453  -0.2288
C  0.8565  0.3656  0.0405
C  2.2943  0.7317  0.0290
N  -0.0846  1.2331  0.2263
N  -2.6076  0.4158  -0.1119
H  -0.0137  -2.9190  -0.2196
H  -0.6890  -1.7867  1.0724
H  1.4528  -1.4003  -1.1654
H  2.9658  0.0570  0.5151
H  2.4257  1.7847  0.3416
H  2.7825  0.7831  -1.0268
H  -1.1571  0.9181  -0.0973
H  0.0458  2.2282  0.3730
H  -3.0903  0.5523  0.7851
H  -2.5296  -0.5722  -0.0309
H  -3.4122  0.6405  -0.7131

Forces on atoms 1 to 2 (eV/Å):
C -0.589 2.415 1.951
C -0.328 -1.931 -3.654

Atom charges from the Mulliken analysis, given in e for atoms 1 to 8: atom 1 (C): -0.7951, atom 2 (C): -0.2747, atom 3 (C): 1.1165, atom 4 (C): -1.3427, atom 5 (N): -0.3330, atom 6 (N): -0.8453, atom 7 (H): 0.2830, atom 8 (H): 0.3315

[2]
# C4H11N2

A gas-phase ion, C4H11N2 (charge +1) (ωB97M-V/def2-TZVPD, the Open Molecules 2025 dataset).

The value obtained for the LUMO energy is -3.6603 eV. The structure (SMILES) is CC/C(N)=C/[NH3+]. Its charge is +1.

Element x y z (Å)
C  -1.1880  -2.0640  -0.3493
C  -0.8239  -0.7339  -1.0486
C  0.1654  0.1771  -0.3608
C  -0.1519  0.5228  0.9176
N  0.5811  1.5620  1.7106
N  1.3287  0.4083  -1.0054
H  -1.9580  -2.5311  -0.9615
H  -1.5872  -1.8530  0.6349
H  -0.3603  -2.7641  -0.4349
H  -1.7252  -0.1398  -1.2080
H  -0.4161  -1.0048  -2.0250
H  -1.1175  0.1793  1.2419
H  1.0248  1.1182  2.5047
H  1.3520  1.8103  1.1057
H  -0.1072  2.2578  1.9933
H  2.0484  1.1152  -0.9032
H  1.3642  0.1155  -1.9591

Forces on atoms 1 to 2 (eV/Å):
C -0.020 0.691 -1.032
C 0.079 -0.341 -0.445

Atom charges from the Mulliken analysis, given in e for atoms 1 to 8: atom 1 (C): -1.0060, atom 2 (C): -0.8687, atom 3 (C): 0.9969, atom 4 (C): -0.8966, atom 5 (N): -0.1521, atom 6 (N): -0.4770, atom 7 (H): 0.3378, atom 8 (H): 0.3333

[3]
# C4H11N2

A gas-phase ion, C4H11N2 (charge +1) (ωB97M-V/def2-TZVPD, the Open Molecules 2025 dataset).

The value obtained for the LUMO energy is -3.4294 eV. The structure (SMILES) is N/C=C/CC[NH3+]. Its charge is +1.

Element x y z (Å)
C  1.5572  0.0033  0.6556
C  0.2858  0.1277  1.4502
C  -0.9764  0.0360  0.5743
C  -1.0245  0.7908  -0.5644
N  -1.7099  0.5604  -1.7466
N  1.4727  -1.2969  -0.1877
H  1.7600  0.7426  -0.1501
H  2.4698  -0.0434  1.2954
H  0.3392  1.1255  1.9737
H  0.3301  -0.6994  2.1889
H  -1.9429  -0.2127  1.0844
H  -0.3628  1.6791  -0.4829
H  -2.7193  0.5416  -1.6016
H  -1.3994  1.2843  -2.4444
H  0.5112  -1.6517  -0.1283
H  2.1053  -1.9050  0.3513
H  1.8066  -1.1633  -1.1556

Forces on atoms 1 to 2 (eV/Å):
C 0.918 0.458 -1.500
C -0.574 1.295 0.521

Atom charges from the Mulliken analysis, given in e for atoms 1 to 8: atom 1 (C): -0.6094, atom 2 (C): -0.5558, atom 3 (C): -0.7549, atom 4 (C): -0.0033, atom 5 (N): -0.4792, atom 6 (N): -0.2941, atom 7 (H): 0.3183, atom 8 (H): 0.4067

[4]
# C4H11N2

2 unconnected molecules or ions with the total composition C4H11N2 (ωB97M-V/def2-TZVPD, the Open Molecules 2025 dataset).

The value obtained for the LUMO energy is -5.0029 eV. Its charge is +1.

Element x y z (Å)
C  -0.7230  -0.4821  -1.9774
C  1.1754  1.1180  -1.4525
N  0.6688  -0.0486  -1.5958
H  -1.0993  -1.2935  -1.3502
H  -0.6316  -0.8569  -3.0009
H  -1.3194  0.4342  -1.9622
H  0.6572  2.0313  -1.2180
H  2.2609  1.1613  -1.5341
H  1.3712  -0.7857  -1.4609
C  0.5947  -0.2408  2.4572
C  -1.3332  0.0292  1.2273
N  -0.0763  0.2536  1.2277
H  1.3130  -0.9990  2.0957
H  -0.1231  -0.7007  3.1914
H  1.1354  0.5910  2.9266
H  -1.9460  -0.0215  0.2955
H  -1.9247  -0.1897  2.1305

Forces on atoms 1 to 2 (eV/Å):
C 0.867 0.784 0.115
C 0.350 -0.824 0.105

Atom charges from the Mulliken analysis, given in e for atoms 1 to 8: atom 1 (C): -0.8115, atom 2 (C): -0.0741, atom 3 (N): 0.0088, atom 4 (H): 0.3179, atom 5 (H): 0.3385, atom 6 (H): 0.3463, atom 7 (H): 0.2881, atom 8 (H): 0.2665

Asked for energy above the lowest of the compared OMol25 structures with the same formula, charge and spin across the records above, the calculation gives 1.9892, 1.7529, 2.5890, 3.2441 eV in order.
Asked for highest occupied orbital energy across the records above, the calculation gives -0.5445, -0.4783, -0.4468, -0.4984 hartree in order.
Asked for Kohn-Sham gap across the records above, the calculation gives 10.39, 9.35, 8.73, 8.56 eV in order.